[1]
The following is a quantum chemistry calculation of a gas-phase ion, C19H20Cl2NO2 (charge +1) in a non-equilibrium geometry, from the Open Molecules 2025 dataset.

XYZ file:
```
44
C19H20Cl2NO2 (wB97M-V/def2-TZVPD)
Cl -5.79940 3.07622 -1.64176
Cl 7.22421 3.13543 -1.64823
O -2.06705 -1.70834 3.78783
O -1.22267 -3.02750 2.17203
N -0.74710 0.01443 0.94831
C 3.27834 2.49118 -1.39974
C -4.29391 2.30330 -1.47674
C -0.63817 0.26869 -0.49771
C -2.00848 -0.81490 1.54985
C -0.44990 -5.22830 2.55892
C -3.01115 0.27770 -1.24311
C 5.62441 0.95923 -1.53316
C 0.67573 0.97607 -0.94479
C -4.23350 0.90901 -1.44117
C -3.12380 3.06107 -1.36515
C 5.70353 2.36050 -1.55999
C 3.16862 1.07612 -1.32190
C -1.90130 2.41527 -1.13043
C 1.89988 0.40750 -1.08036
C -1.20987 -4.06990 3.16313
C 4.52606 3.13213 -1.50882
C 4.38041 0.34041 -1.42719
C -1.76568 -1.88808 2.63313
C -1.86874 1.01928 -0.97037
H 0.59884 -4.94665 2.38168
H 4.60221 4.21766 -1.51587
H -2.64801 -0.05288 2.02176
H -0.99553 3.02584 -1.15822
H -5.12545 0.31395 -1.55655
H -0.45389 -6.08316 3.24924
H -0.57531 -0.72819 -0.91553
H -0.89233 -5.55731 1.60581
H 2.37322 3.09298 -1.32438
H -0.70491 -3.71449 4.07242
H -2.23628 -4.38368 3.43236
H 4.34040 -0.74431 -1.38516
H -2.91022 -0.79812 -1.35943
H 1.95020 -0.68084 -1.05818
H 0.47626 1.85812 -1.55482
H 0.10517 -0.43153 1.27472
H -0.88199 0.90674 1.45321
H -3.17108 4.14100 -1.43950
H 6.54907 0.38346 -1.55781
H -2.54086 -1.30510 0.71167
```

Total charge: +1
Gap between HOMO and LUMO (eV): 7.86
SMILES string: CCOC(=O)C[NH2+][C@H](/C=C/c1ccc(Cl)cc1)c1ccc(Cl)cc1

---

[2]
The following is a quantum chemistry calculation of 12 unconnected molecules or ions with the total composition C19H20Cl33F2N7O4 in a non-equilibrium geometry, from the Open Molecules 2025 dataset.

XYZ file:
```
85
C19H20Cl33F2N7O4 (wB97M-V/def2-TZVPD)
Cl 2.65344 -6.04280 4.37636
Cl -5.89385 -1.65512 1.27982
Cl -4.76765 3.48168 3.48850
Cl -5.50537 4.51856 0.87517
Cl 8.43225 1.11947 1.00973
Cl 8.48658 4.01828 1.21308
Cl -4.42011 1.83360 1.12141
Cl 4.65988 -6.81980 2.42443
Cl -5.05592 9.15973 -1.45864
Cl -9.10359 -2.65722 4.90401
Cl 6.59185 -0.07189 -8.42158
Cl 5.05330 -1.16083 -6.20817
Cl 1.89186 -6.46875 1.59507
Cl 7.16804 2.44125 3.26825
Cl 4.34258 -2.22968 5.09357
Cl 6.21827 4.99845 -4.87664
Cl -1.59781 -5.93015 -1.62873
Cl -5.66527 7.30802 -3.61235
Cl 4.05766 3.42904 -6.02367
Cl -11.26688 -4.22188 3.75720
Cl -8.26088 5.94225 -7.97100
Cl -11.81570 -1.61501 4.91961
Cl -5.44409 6.49242 -7.51104
Cl 3.51819 6.06796 -4.93352
Cl -6.08877 -1.57979 4.17824
Cl -6.53745 3.87540 -6.87582
Cl -8.35433 -0.76291 2.54258
Cl -3.11712 -7.11013 0.54909
Cl 5.99154 -4.27222 3.82958
Cl 7.41327 0.45322 -5.68335
Cl 5.39137 -4.43312 6.66828
Cl -0.79538 -5.45465 1.12244
Cl -6.65573 6.79396 -0.92905
F 2.64537 2.60800 -2.12610
F 2.09914 0.09800 -2.98400
O 0.81939 1.50906 1.05926
O -0.07214 0.19218 -3.10837
O 1.12478 3.60046 -0.94052
O -1.01155 2.61016 1.05055
N 0.71218 1.35947 -1.34743
N -0.56697 1.60627 1.42217
N 0.72488 -3.17108 1.12495
N 4.35643 1.17545 0.08591
N 2.54469 -3.20375 2.63796
N 3.07964 -3.19981 0.33765
N -1.23274 -1.07187 0.01196
C -0.38217 -0.32331 0.04592
C 7.55307 2.55462 1.54620
C 4.49876 4.60724 -4.77933
C 6.03988 0.19670 -6.76451
C -6.86561 5.61038 -6.93901
C -4.38426 3.48002 1.76262
C -10.81690 -3.07057 5.02077
C 2.96702 -6.97543 2.91098
C -6.59205 -0.81032 2.66654
C 5.69539 -3.34745 5.30853
C 1.45806 2.59065 -1.40962
C 2.12897 -0.31700 0.03803
C 2.12650 -1.09217 1.44967
C 2.11470 -2.66544 1.31695
C 3.47198 0.46752 0.02806
C 0.88632 0.51796 -2.52150
C -5.33086 7.46789 -1.88409
C 0.87713 0.62446 -0.06463
C -2.16371 -5.71536 0.03179
H -4.42871 6.90802 -1.65825
H -3.38078 3.87334 1.63518
H 3.18092 -4.20530 0.51800
H 2.60784 -3.16802 -0.57535
H 2.04078 -2.67391 3.35916
H 6.58383 -2.76483 5.52937
H 1.29270 -0.74343 2.11545
H 2.21881 -1.07489 -0.77354
H -7.09651 5.95004 -5.93434
H 0.72041 -4.07942 1.59774
H 2.76741 -8.02037 3.12411
H 5.42604 1.09060 -6.75064
H 6.62117 2.60941 0.99129
H 0.51319 -3.24524 0.13113
H 3.54498 -2.99124 2.70763
H -10.99161 -3.53726 5.98465
H -6.22245 0.21041 2.66511
H 4.30328 4.16540 -3.80728
H -2.79927 -4.83588 0.06551
H 3.06845 -0.82773 2.00491
```

Gap between HOMO and LUMO (eV): 7.89
Energy above the lowest of the compared OMol25 structures with the same formula, charge and spin (kJ/mol): 0.0
SMILES string: N#C[C@@H](CC(N)(N)N)[C@@](C#N)(ON=O)N(C(=O)F)C(=O)F.ClC(Cl)Cl.ClC(Cl)Cl.ClC(Cl)Cl.ClC(Cl)Cl.ClC(Cl)Cl.ClC(Cl)Cl.ClC(Cl)Cl.ClC(Cl)Cl.ClC(Cl)Cl.ClC(Cl)Cl.ClC(Cl)Cl

---

[3]
The following is a quantum chemistry calculation of a molecular structure, C19H20Cl5CoF9N2O2S in a non-equilibrium geometry, from the Open Molecules 2025 dataset.

XYZ file:
```
59
C19H20Cl5CoF9N2O2S (wB97M-V/def2-TZVPD)
Co 0.85345 1.55559 -1.34593
Cl 6.05045 6.46689 -0.86063
Cl 3.33675 7.96329 -0.78193
Cl 0.67095 6.32559 -0.63113
Cl 6.13425 3.36099 -0.95343
Cl 3.36675 1.78439 -1.24483
S 1.29005 -0.70431 -0.61903
F -1.17025 3.54909 -3.10533
F -3.67905 0.74289 -1.57573
F 0.35545 2.12369 -3.58373
F -0.18185 -0.39921 -3.53813
F -2.05745 -1.11351 -2.76183
F -1.40115 2.30839 -4.84373
F -3.87855 1.38779 -3.61813
F -1.98105 -0.18011 -4.70053
F -3.33855 2.79679 -2.08683
O 1.11025 3.41709 -0.92113
O -1.05045 1.08299 -1.51503
N -0.84515 -0.86661 0.92097
N 1.31985 -1.24941 1.88157
C -1.00695 2.32779 -3.58563
C 1.20655 -1.73761 3.24847
C 0.46485 -0.96281 0.90817
C -1.65935 1.22239 -2.71083
C -3.16845 1.54779 -2.50553
C -3.73625 -2.29821 -0.19303
C 2.17345 4.11019 -0.87713
C 2.12105 -4.23781 1.31027
C 3.44595 3.47759 -0.97093
C 2.17125 5.53979 -0.76113
C 1.99095 -4.16851 2.83037
C -1.78485 -1.03911 2.01617
C -3.86695 -2.36451 1.32017
C -2.50195 -2.40201 2.00637
C -1.49815 -0.13401 -3.47063
C 4.63605 4.17389 -0.91333
C 0.89285 -3.23411 3.34407
C 4.60035 5.58549 -0.84243
C 3.36765 6.25509 -0.79133
H 0.72525 -3.45271 4.40007
H -3.22715 -1.39301 -0.50273
H 2.94925 -3.88791 3.27197
H -4.71135 -2.30291 -0.66733
H -2.63385 -2.72671 3.03967
H 0.46725 -1.16381 3.80707
H -2.52825 -0.24411 1.92907
H 1.74835 -5.17011 3.19047
H -1.88225 -3.14631 1.50337
H -4.44355 -1.51411 1.69187
H -4.41385 -3.26981 1.58967
H 2.27075 -1.28931 1.53437
H 2.17735 -1.54281 3.70947
H -3.17775 -3.15471 -0.56003
H 2.73565 -5.09541 1.04367
H -1.25745 -0.58051 0.03467
H -0.03485 -3.44851 2.81477
H 1.14575 -4.37021 0.84217
H 2.59625 -3.35081 0.89397
H -1.25825 -0.90981 2.95627
```

Total charge: +1
Gap between HOMO and LUMO (alpha / beta) (eV): 8.46 / 4.87
<S²>: 6.0404
2S+1: 5

---

- What is the formula in the first record?
  C19H20Cl2NO2